(1)
{"formula": "C18H47NO11P2SSi2", "method": "ωB97M-V/def2-TZVPD", "energy_ev": -88602.8116, "total_charge": 0, "lumo_ev": -2.665, "fmax_ev_per_a": 9.9, "symbols": ["C", "C", "O", "C", "Si", "C", "C", "C", "S", "O", "Si", "C", "C", "N", "C", "C", "C", "C", "O", "H", "H", "H", "H", "H", "H", "H", "H", "H", "H", "H", "H", "H", "H", "H", "H", "H", "H", "H", "H", "H", "H", "H", "H", "H", "H", "H", "H", "H", "C", "O", "P", "O", "O", "C", "O", "C", "H", "H", "H", "H", "H", "H", "H", "H", "H", "C", "O", "P", "O", "O", "C", "O", "C", "H", "H", "H", "H", "H", "H", "H", "H", "H"], "coordinates": [[4.443, -4.399, 1.066], [5.383, -4.147, -0.231], [4.835, -3.153, -1.127], [3.771, -3.723, -1.946], [2.888, -2.291, -2.923], [3.617, -0.602, -2.351], [3.255, -0.333, -0.804], [3.588, 1.188, -0.348], [2.406, 1.828, 0.956], [1.187, -2.209, -2.607], [0.305, -3.493, -3.364], [-0.902, -4.214, -2.031], [-1.753, -3.084, -1.273], [-1.408, -2.904, 0.163], [-0.015, -2.437, 0.376], [0.463, -2.553, 1.928], [-2.392, -2.068, 0.867], [-2.659, -0.518, 0.593], [-3.072, -2.591, 1.792], [3.432, -4.817, 0.742], [4.917, -5.172, 1.769], [4.262, -3.446, 1.665], [5.578, -5.116, -0.806], [6.399, -3.814, 0.195], [3.010, -4.326, -1.330], [4.289, -4.463, -2.658], [3.213, -2.465, -4.348], [4.748, -0.538, -2.463], [3.120, 0.223, -2.972], [2.127, -0.488, -0.658], [3.824, -1.019, -0.100], [4.623, 1.180, 0.123], [3.642, 1.879, -1.254], [1.154, 1.250, 0.794], [-0.465, -2.870, -4.464], [1.163, -4.553, -3.926], [-1.607, -4.965, -2.514], [-0.298, -4.782, -1.228], [-1.749, -2.100, -1.881], [-2.850, -3.439, -1.297], [0.167, -1.341, 0.075], [0.767, -3.039, -0.212], [0.788, -3.652, 2.052], [1.372, -1.875, 2.038], [-0.374, -2.343, 2.665], [-3.226, -0.093, 1.499], [-1.692, 0.084, 0.528], [-3.313, -0.312, -0.316], [-9.507, 0.755, 3.591], [-8.612, -0.050, 4.346], [-6.928, 0.218, 4.138], [-7.057, 1.734, 4.138], [-7.003, -0.373, 2.601], [-7.375, -1.740, 2.436], [-5.217, 0.326, 4.018], [-4.502, -0.912, 4.067], [-10.459, 0.225, 3.524], [-9.673, 1.703, 4.105], [-9.136, 0.936, 2.581], [-8.395, -1.790, 2.050], [-7.319, -2.291, 3.378], [-6.699, -2.203, 1.714], [-4.490, -1.371, 3.078], [-4.956, -1.595, 4.788], [-3.474, -0.710, 4.371], [1.398, 5.433, 0.002], [1.325, 6.331, -1.098], [2.515, 6.184, -2.327], [2.464, 4.663, -2.349], [3.682, 6.711, -1.290], [3.564, 8.040, -0.783], [3.650, 6.199, -3.620], [4.024, 7.484, -4.117], [0.866, 5.885, 0.843], [0.906, 4.495, -0.255], [2.429, 5.244, 0.305], [3.252, 7.998, 0.262], [2.839, 8.627, -1.352], [4.540, 8.526, -0.843], [4.813, 7.908, -3.490], [3.166, 8.159, -4.138], [4.408, 7.368, -5.131]], "atomic_forces_ev_per_a": [[0.0, -0.4, -0.5], [0.2, -0.4, 1.4], [-0.4, -1.1, 0.5], [0.3, -0.8, -0.1], [0.2, 1.3, 1.4], [-0.2, 0.5, 1.0], [-0.4, 0.8, 0.0], [0.1, -1.1, -1.0], [0.2, -0.1, 0.0], [1.3, -2.0, -1.5], [-0.8, 1.1, 1.7], [0.3, -0.1, 0.8], [-1.5, -0.2, -1.1], [0.4, 0.8, -0.5], [1.5, 0.9, 1.3], [-0.1, -1.0, -1.3], [-2.1, -0.7, 2.7], [0.2, 0.3, 0.6], [2.4, 1.5, -3.3], [1.3, 0.6, 0.5], [-0.6, 1.1, -1.1], [0.4, -1.1, -1.0], [-0.4, 1.1, 0.8], [-1.5, -0.1, -1.0], [1.0, 0.8, -0.7], [-0.9, 0.9, 0.8], [-0.3, -0.2, -0.2], [-1.4, -0.2, -0.1], [0.8, -1.1, 0.8], [1.6, 0.1, -0.2], [-0.8, 0.6, -1.0], [-1.4, 0.2, -0.3], [-0.4, -0.8, 1.3], [1.3, 0.1, -0.6], [0.0, -0.1, 0.0], [0.3, 0.0, 0.1], [0.9, 0.9, 0.6], [-0.9, 0.7, -1.2], [0.2, -1.2, 0.9], [1.6, 0.6, 0.1], [-0.5, -1.4, 0.1], [-1.6, 0.8, 0.6], [-0.5, 1.7, 0.2], [-1.3, -0.9, 0.2], [1.2, 0.0, -0.9], [0.8, -0.9, -1.4], [-1.2, -0.9, -0.2], [1.0, -0.5, 1.0], [0.0, 0.6, -0.2], [1.5, -2.9, 2.1], [-1.6, 7.8, -5.9], [0.3, -1.4, 1.0], [0.5, -0.9, 0.8], [-0.2, -0.2, -0.3], [-1.4, -2.2, 2.5], [0.4, -0.3, -0.4], [0.2, -0.2, 0.2], [0.2, 0.0, -0.1], [0.1, 0.0, 0.1], [0.0, -0.1, 0.1], [-0.1, -0.1, -0.1], [0.0, 0.1, 0.1], [0.0, -0.1, 0.2], [0.3, -0.1, 0.0], [-0.1, 0.0, 0.0], [0.2, -0.7, 0.2], [-0.8, 3.2, -2.4], [3.6, -8.1, 4.4], [-0.6, 1.4, -0.8], [-0.3, 1.0, -0.9], [0.0, 0.1, 0.4], [-2.7, 2.3, -0.3], [0.5, 0.2, -0.1], [0.0, 0.3, -0.2], [0.2, 0.0, 0.0], [-0.1, -0.1, -0.1], [-0.1, 0.1, -0.1], [0.0, 0.1, 0.2], [-0.1, -0.1, 0.0], [-0.1, 0.1, 0.0], [0.2, 0.1, -0.2], [-0.1, 0.0, 0.1]]}

---

(2)
{"formula": "C18H17Cl5N3NiOS5Sb", "method": "ωB97M-V/def2-TZVPD", "energy_ev": -189833.5059, "total_charge": -2, "lumo_ev": [3.815, 3.816], "spin_multiplicity": 3, "de_lowest_ev": 0.000, "fmax_ev_per_a": 0.7, "symbols": ["Ni", "S", "Sb", "S", "S", "S", "Cl", "C", "C", "Cl", "C", "Cl", "C", "O", "C", "Cl", "C", "Cl", "N", "C", "S", "N", "C", "C", "C", "C", "C", "C", "H", "H", "H", "H", "H", "H", "H", "H", "C", "C", "C", "C", "C", "N", "H", "H", "H", "H", "H", "H", "H", "H", "H"], "coordinates": [[0.443, 0.752, 1.370], [3.699, 3.073, -3.058], [2.781, 1.213, -2.057], [0.458, 1.099, -3.259], [1.802, 2.127, -0.084], [0.691, -0.081, -4.815], [-3.512, -5.469, 3.154], [-2.640, -4.153, 2.436], [-3.108, -2.845, 2.534], [-4.605, -2.551, 3.358], [-2.408, -1.788, 1.975], [-3.058, -0.191, 2.039], [-1.168, -1.961, 1.284], [-0.475, -1.035, 0.783], [-0.751, -3.330, 1.175], [0.722, -3.607, 0.321], [-1.453, -4.379, 1.735], [-0.861, -5.999, 1.580], [2.161, 2.539, 2.994], [1.270, 1.490, 3.233], [1.765, -0.121, 2.998], [0.213, 1.913, 4.042], [-0.864, 1.254, 4.632], [-0.939, -0.121, 4.869], [-2.070, -0.657, 5.466], [-3.135, 0.141, 5.853], [-3.057, 1.509, 5.634], [-1.940, 2.057, 5.030], [2.725, 2.308, 2.174], [1.678, 3.402, 2.761], [0.114, 2.915, 4.058], [-0.129, -0.759, 4.560], [-2.122, -1.730, 5.611], [-4.020, -0.298, 6.296], [-3.878, 2.156, 5.918], [-1.899, 3.125, 4.839], [-2.377, 3.253, -1.786], [-2.907, 3.236, -0.346], [-4.189, 2.403, -0.241], [-3.141, 4.664, 0.157], [-1.872, 2.597, 0.479], [-1.029, 2.065, 1.040], [-3.122, 3.720, -2.435], [-2.177, 2.244, -2.142], [-1.444, 3.811, -1.852], [-4.972, 2.875, -0.838], [-4.529, 2.334, 0.793], [-4.023, 1.393, -0.614], [-3.845, 5.166, -0.510], [-2.207, 5.227, 0.164], [-3.557, 4.662, 1.166]], "atomic_forces_ev_per_a": [[0.6, -0.1, -0.3], [0.0, -0.1, 0.0], [0.1, 0.0, -0.1], [-0.1, 0.1, 0.1], [-0.2, 0.1, 0.2], [0.0, -0.1, -0.1], [0.0, 0.0, 0.0], [0.0, 0.0, 0.0], [0.0, -0.1, 0.0], [0.0, 0.0, 0.0], [0.0, 0.0, -0.1], [0.0, 0.0, 0.0], [0.2, -0.1, 0.0], [-0.4, 0.2, 0.1], [0.1, -0.1, 0.0], [0.0, 0.0, 0.0], [0.0, 0.1, 0.0], [0.0, 0.0, 0.0], [0.0, 0.0, 0.0], [-0.2, -0.1, -0.1], [0.0, 0.0, 0.2], [0.1, 0.0, 0.2], [0.0, 0.0, -0.1], [0.0, 0.0, 0.0], [0.0, 0.0, 0.0], [0.0, 0.0, 0.0], [0.0, 0.0, 0.0], [0.0, 0.0, 0.0], [0.0, 0.0, 0.0], [0.0, 0.0, 0.0], [0.0, 0.0, 0.0], [0.0, 0.0, 0.0], [0.0, 0.0, 0.0], [0.0, 0.0, 0.0], [0.0, 0.0, 0.0], [0.0, 0.0, 0.0], [0.0, 0.0, 0.0], [0.0, 0.0, -0.1], [0.0, 0.0, 0.0], [0.0, 0.0, 0.1], [0.1, 0.0, 0.0], [-0.4, 0.0, 0.1], [0.0, 0.0, 0.0], [0.0, 0.0, 0.0], [0.0, 0.0, 0.0], [0.0, 0.0, 0.0], [0.0, 0.0, 0.0], [0.0, 0.0, 0.0], [0.0, 0.0, 0.0], [0.0, 0.0, 0.0], [0.0, 0.0, 0.0]]}

---

(3)
{"formula": "C9H14", "method": "ωB97M-V/def2-TZVPD", "energy_ev": -9558.4736, "total_charge": -1, "lumo_ev": [3.758, 3.722], "spin_multiplicity": 2, "de_lowest_ev": 0.324, "fmax_ev_per_a": 1.4, "symbols": ["C", "C", "C", "C", "C", "C", "C", "H", "H", "H", "H", "H", "H", "H", "H", "C", "C", "H", "H", "H", "H", "H", "H"], "coordinates": [[-0.890, -1.460, -0.728], [1.429, -0.445, 2.774], [0.074, -0.594, 2.878], [2.078, -0.753, 1.530], [-0.745, -0.912, 1.746], [1.283, -1.147, 0.422], [-0.099, -1.195, 0.506], [2.010, 0.043, 3.554], [-0.453, -0.385, 3.802], [3.155, -0.859, 1.486], [-1.809, -0.685, 1.777], [1.722, -1.358, -0.550], [-0.262, -1.405, -1.618], [-1.689, -0.730, -0.942], [-1.448, -2.404, -0.656], [-0.862, 2.070, -1.359], [-0.295, 1.487, -2.643], [-0.056, 2.455, -0.731], [-1.435, 2.981, -1.569], [-1.471, 1.399, -0.762], [-0.065, 2.249, -3.388], [-0.846, 0.653, -3.071], [0.674, 0.996, -2.460]], "atomic_forces_ev_per_a": [[-0.7, 0.0, -0.3], [0.1, -0.1, -0.4], [-0.4, 0.4, -0.3], [0.3, 0.0, 0.0], [0.0, -0.2, 0.2], [-0.8, 0.1, 0.2], [0.7, 0.5, -0.2], [-0.1, -0.5, 0.2], [0.1, 0.2, 0.2], [0.1, 0.2, 0.0], [0.0, -0.2, 0.0], [0.2, 0.0, 0.1], [0.1, -0.5, 0.0], [0.1, 0.2, 0.4], [0.2, -0.2, -0.2], [0.1, 1.0, 0.0], [1.2, -0.7, 0.1], [0.1, -0.3, 0.1], [-0.3, -0.3, -0.1], [0.1, -0.2, 0.0], [-0.3, 0.0, -0.1], [-0.6, 0.3, -0.2], [-0.1, 0.2, 0.3]]}

---

(4)
{"formula": "C5H17NO2", "method": "ωB97M-V/def2-TZVPD", "energy_ev": -11045.3419, "total_charge": 0, "lumo_ev": 0.829, "de_lowest_ev": 0.915, "smiles": "CCCNCC.O.O", "fmax_ev_per_a": 2.3, "symbols": ["C", "C", "C", "N", "C", "C", "H", "H", "H", "H", "H", "H", "H", "H", "H", "H", "H", "H", "H", "O", "H", "H", "O", "H", "H"], "coordinates": [[0.855, -0.418, -2.268], [-0.409, 0.243, -1.785], [-1.030, -0.341, -0.518], [-0.281, 0.075, 0.700], [-0.049, -1.142, 1.538], [0.982, -2.089, 1.014], [0.913, -0.484, -3.365], [1.776, 0.138, -2.024], [1.168, -1.411, -1.902], [-1.141, 0.299, -2.595], [-0.176, 1.287, -1.556], [-2.036, 0.034, -0.220], [-1.232, -1.409, -0.673], [0.628, 0.473, 0.493], [-1.024, -1.627, 1.645], [0.267, -0.787, 2.527], [1.966, -1.623, 0.922], [0.626, -2.579, 0.102], [1.116, -2.922, 1.705], [-1.988, 2.159, 1.553], [-2.069, 2.052, 2.516], [-1.326, 1.524, 1.196], [1.028, 2.573, 0.080], [0.100, 2.613, 0.397], [1.339, 3.361, 0.516]], "atomic_forces_ev_per_a": [[2.2, -0.4, -0.6], [-0.8, 0.7, 0.4], [-0.9, 1.0, 0.3], [0.5, -2.0, 0.1], [-0.4, 1.5, 0.6], [0.0, -1.0, -0.1], [-0.3, 0.0, 0.2], [-0.5, 0.3, 0.1], [-1.0, 0.1, 0.1], [-0.1, -0.3, 0.1], [0.0, 0.0, -0.2], [0.2, 0.1, -1.2], [0.8, -0.1, 0.5], [0.0, -0.1, -0.4], [0.2, 0.0, 0.1], [-0.2, -0.1, 0.0], [-0.1, 0.0, -0.4], [0.4, 0.4, -0.2], [0.0, 0.0, 0.2], [-0.1, 0.5, 0.0], [0.4, -0.2, -0.7], [-0.2, -0.5, 0.9], [-1.1, 0.2, 0.4], [0.4, -0.3, -0.4], [0.8, 0.5, 0.1]]}

---

(5)
{"formula": "C8H13N5", "method": "ωB97M-V/def2-TZVPD", "energy_ev": -15936.0462, "total_charge": 2, "lumo_ev": [-11.430, -11.445], "de_lowest_ev": 4.702, "fmax_ev_per_a": 3.1, "symbols": ["C", "C", "C", "C", "C", "C", "C", "C", "N", "N", "N", "N", "N", "H", "H", "H", "H", "H", "H", "H", "H", "H", "H", "H", "H", "H"], "coordinates": [[-0.078, -0.970, 3.975], [1.063, -0.852, 3.258], [-0.691, 0.158, 2.256], [-0.137, 1.778, -1.385], [1.439, 0.225, 1.096], [-1.036, 0.475, -3.005], [-0.308, -0.394, -1.946], [-1.238, -1.396, -1.259], [-1.111, -0.352, 3.328], [0.727, -0.095, 2.113], [0.247, 0.587, -1.048], [-0.868, 1.809, -2.490], [2.649, 0.292, 0.721], [-0.216, -1.451, 4.929], [2.052, -1.217, 3.447], [-1.234, 0.713, 1.517], [0.132, 2.668, -0.838], [-0.571, 0.372, -3.994], [-2.098, 0.228, -3.121], [0.525, -0.955, -2.384], [-1.666, -2.055, -2.007], [-2.047, -0.879, -0.748], [-0.689, -2.005, -0.548], [-1.189, 2.638, -2.970], [3.453, 0.148, 1.345], [2.891, 0.528, -0.240]], "atomic_forces_ev_per_a": [[1.2, -0.2, -0.2], [0.2, -0.7, 1.1], [-0.7, 0.1, 0.4], [-0.6, 1.1, -0.3], [-1.5, -0.3, -1.5], [-0.4, -0.6, -0.7], [-0.3, -2.0, -0.1], [0.1, 0.4, -0.1], [-1.2, 0.5, -0.5], [0.1, 0.4, -1.1], [2.1, 0.2, 2.2], [0.4, 0.5, 0.8], [0.5, 0.2, -0.4], [0.1, -0.1, 0.1], [0.2, 0.0, -0.1], [0.0, 0.1, -0.3], [-0.1, 0.2, 0.0], [0.1, 0.0, 0.3], [0.2, 0.0, 0.2], [-0.2, 0.2, -0.1], [-0.1, -0.1, -0.1], [-0.2, 0.0, 0.0], [0.1, -0.1, 0.1], [0.1, 0.1, 0.2], [-0.3, 0.2, 0.2], [-0.2, -0.2, -0.1]]}

---

(6)
{"formula": "C23H28FN2O", "method": "ωB97M-V/def2-TZVPD", "energy_ev": -32045.4703, "total_charge": 1, "lumo_ev": -2.615, "de_lowest_ev": 0.000, "smiles": "O=C(c1ccccc1F)N1CC[NH+]([C@H]2CC[C@H](c3ccccc3)CC2)CC1", "fmax_ev_per_a": 0.9, "symbols": ["O", "C", "C", "C", "C", "C", "C", "C", "F", "N", "C", "C", "N", "C", "C", "C", "C", "C", "C", "C", "C", "C", "C", "C", "C", "C", "C", "H", "H", "H", "H", "H", "H", "H", "H", "H", "H", "H", "H", "H", "H", "H", "H", "H", "H", "H", "H", "H", "H", "H", "H", "H", "H", "H", "H"], "coordinates": [[3.875, 1.851, 1.622], [3.766, 1.157, 0.640], [4.768, 0.106, 0.294], [6.108, 0.450, 0.142], [7.063, -0.529, -0.070], [6.700, -1.866, -0.105], [5.376, -2.234, 0.069], [4.436, -1.243, 0.266], [3.133, -1.598, 0.439], [2.693, 1.304, -0.204], [2.444, 0.617, -1.441], [1.122, -0.154, -1.351], [0.018, 0.773, -0.996], [-1.341, 0.119, -1.090], [-2.466, 1.161, -0.965], [-3.178, 1.132, 0.387], [-3.770, -0.255, 0.723], [-5.255, -0.323, 0.447], [-5.770, -0.196, -0.838], [-7.134, -0.249, -1.062], [-8.007, -0.432, -0.004], [-7.506, -0.561, 1.280], [-6.142, -0.505, 1.500], [-3.009, -1.366, -0.014], [-1.520, -1.026, -0.094], [0.328, 1.433, 0.298], [1.634, 2.212, 0.162], [6.386, 1.490, 0.196], [8.096, -0.247, -0.194], [7.448, -2.627, -0.257], [5.070, -3.267, 0.066], [3.256, -0.074, -1.665], [2.390, 1.349, -2.260], [0.901, -0.632, -2.306], [1.193, -0.917, -0.575], [0.017, 1.521, -1.701], [-1.372, -0.302, -2.101], [-2.082, 2.166, -1.158], [-3.204, 0.962, -1.741], [-2.489, 1.427, 1.180], [-3.981, 1.869, 0.371], [-3.635, -0.412, 1.797], [-5.111, -0.057, -1.683], [-7.516, -0.148, -2.067], [-9.071, -0.474, -0.179], [-8.178, -0.704, 2.112], [-5.761, -0.606, 2.507], [-3.143, -2.307, 0.519], [-3.407, -1.505, -1.019], [-1.181, -0.746, 0.902], [-0.958, -1.902, -0.417], [-0.487, 2.103, 0.571], [0.444, 0.666, 1.065], [1.908, 2.667, 1.118], [1.535, 3.006, -0.589]], "atomic_forces_ev_per_a": [[0.2, 0.1, 0.2], [-0.1, -0.1, -0.1], [0.0, -0.4, 0.1], [-0.1, -0.1, 0.0], [0.1, 0.1, 0.0], [-0.1, 0.1, 0.0], [-0.2, 0.0, 0.0], [0.2, 0.2, -0.1], [0.1, 0.0, 0.0], [-0.3, 0.2, -0.2], [0.0, -0.2, 0.0], [0.8, -0.3, -0.3], [-0.2, 0.1, -0.3], [-0.6, -0.2, 0.0], [0.0, 0.0, 0.2], [0.0, 0.0, 0.0], [-0.1, 0.0, -0.1], [0.1, -0.1, 0.2], [0.0, 0.0, 0.0], [0.0, 0.0, -0.1], [-0.1, 0.0, 0.0], [-0.1, 0.0, 0.0], [0.1, 0.0, 0.0], [0.2, 0.1, 0.2], [0.0, -0.2, -0.2], [0.3, 0.6, 0.5], [0.0, -0.1, 0.3], [0.0, 0.1, 0.0], [0.1, 0.0, 0.0], [0.1, -0.1, 0.0], [0.0, -0.1, 0.0], [-0.1, 0.0, 0.0], [0.0, -0.1, 0.0], [-0.2, 0.1, 0.1], [-0.1, 0.1, -0.1], [0.0, -0.1, 0.1], [0.1, 0.1, 0.1], [0.0, 0.1, -0.1], [0.1, 0.0, -0.1], [0.0, 0.1, 0.0], [0.1, 0.0, 0.1], [0.0, 0.0, -0.1], [0.1, 0.0, -0.1], [0.0, 0.0, -0.1], [-0.1, 0.0, 0.0], [-0.1, 0.0, 0.1], [0.1, 0.0, 0.1], [0.0, 0.0, -0.1], [-0.1, 0.0, -0.1], [0.1, 0.0, 0.1], [0.1, 0.0, 0.1], [0.0, -0.1, -0.1], [-0.1, 0.0, -0.1], [-0.2, 0.0, -0.2], [0.0, 0.0, 0.0]]}

---

What is the formula in the fourth record?
C5H17NO2